# 1
ORCA calculation (the ωB97M-V functional and the def2-TZVPD basis) on C30H51BrN4OsP2 as an isolated structure in a non-equilibrium geometry.

Gap between HOMO and LUMO (alpha / beta) ... 6.6 / 4.0 eV
Spin multiplicity ... 5
Max |F| ... 0.08100 Eh/bohr
Net charge ... +4

Geometry (Å):
C -0.716 -3.840 -0.042
C 0.392 -3.013 -0.300
C 1.386 -3.462 -1.187
C 1.168 -4.677 -1.854
N 0.067 -5.402 -1.674
C -0.837 -5.031 -0.772
C 0.468 -1.693 0.303
C 0.796 -1.027 1.391
C 1.408 -0.987 2.670
C 1.494 0.265 3.306
C 2.245 0.371 4.465
C 2.848 -0.790 4.921
C 2.700 -2.064 4.370
C 1.964 -2.161 3.201
Os -0.036 0.251 0.207
P -1.111 -0.102 -1.896
H 2.297 -2.891 -1.355
H -1.461 -3.572 0.708
H 1.916 -5.048 -2.555
H -1.698 -5.682 -0.611
H 1.805 -3.103 2.667
H 0.995 1.130 2.868
H 3.150 -2.938 4.827
H 2.360 1.318 4.975
C -1.735 1.442 -2.683
C -1.976 1.429 -4.193
H -1.022 2.241 -2.426
H -2.672 1.674 -2.153
H -2.299 2.438 -4.480
H -1.072 1.198 -4.770
H -2.774 0.740 -4.495
C 0.003 -0.913 -3.133
C -0.581 -1.953 -4.088
H 0.807 -1.385 -2.547
H 0.469 -0.100 -3.706
H 0.240 -2.325 -4.716
H -0.999 -2.822 -3.561
H -1.338 -1.539 -4.768
C -2.593 -1.194 -1.796
C -3.614 -1.199 -2.932
H -3.112 -0.902 -0.872
H -2.201 -2.208 -1.625
H -4.406 -1.905 -2.650
H -4.092 -0.222 -3.074
H -3.213 -1.546 -3.891
Br 3.965 -0.565 6.458
P 1.921 1.331 -0.641
C 2.047 1.703 -2.440
C 2.969 2.847 -2.855
H 1.018 1.905 -2.778
H 2.364 0.769 -2.930
H 2.914 2.964 -3.945
H 2.672 3.803 -2.408
H 4.020 2.650 -2.609
C 2.043 2.954 0.230
C 3.441 3.474 0.542
H 1.474 2.833 1.167
H 1.489 3.686 -0.377
H 3.355 4.417 1.097
H 4.009 2.778 1.172
H 4.027 3.687 -0.361
C 3.404 0.330 -0.185
C 4.720 0.633 -0.899
H 3.112 -0.715 -0.371
H 3.527 0.422 0.905
H 5.488 -0.052 -0.519
H 4.652 0.474 -1.981
H 5.080 1.651 -0.712
C -2.565 -1.513 3.254
N -3.032 -0.138 3.091
C -3.952 0.344 4.099
C -2.496 0.606 2.095
N -1.847 -0.075 1.130
N -2.535 1.947 2.017
C -3.335 2.906 2.771
C -1.811 2.592 0.931
H -2.885 -1.854 4.242
H -1.467 -1.574 3.203
H -3.005 -2.185 2.500
H -3.466 1.041 4.796
H -4.851 0.785 3.648
H -4.271 -0.526 4.680
H -2.177 -1.036 1.052
H -2.654 3.685 3.144
H -4.059 3.394 2.098
H -3.872 2.485 3.613
H -0.771 2.193 0.848
H -2.325 2.488 -0.037
H -1.755 3.655 1.195

Forces on atoms 1 to 6 (eV/Å):
0.743 -0.159 -0.660
-0.055 -0.259 -0.496
-1.036 -0.494 0.229
0.962 -0.873 -1.164
0.611 3.479 2.207
-1.162 -1.268 0.047

Taken from the Mulliken analysis, the atomic charges in e are: C -0.2820; C -0.1916; C -0.0984; C -0.6864; N 0.0998; C -0.5146; C 0.0191; C -0.5896; C 1.4705; C -0.2394; C -0.7788; C 0.0315; C -0.5877; C -0.5666; Os 0.6339; P 0.3338; H 0.5419; H 0.4917; H 0.4779; H 0.4729; H 0.5385; H 0.4453; H 0.5294; H 0.5423; C -0.7380; C -1.3746; H 0.5755; H 0.5851; H 0.4417; H 0.2854; H 0.3151; C 0.1234; C -1.7305; H 0.0265; H 0.7005; H 0.4482; H 0.3282; H 0.3214; C -0.2276; C -1.5368; H 0.3742; H 0.1620; H 0.4648; H 0.3723; H 0.2803; Br 0.1935; P 0.8428; C -0.4939; C -1.4490; H 0.2734; H 0.4503; H 0.4491; H 0.3445; H 0.2863; C -0.7388; C -1.4470; H 0.4218; H 0.5718; H 0.4550; H 0.3282; H 0.2935; C -0.2158; C -1.4569; H 0.1760; H 0.3261; H 0.4443; H 0.3601; H 0.3017; C -0.8615; N 0.0002; C -1.2692; C 0.3206; N 0.4351; N 0.0531; C -0.9496; C -0.3638; H 0.5090; H 0.1571; H 0.2991; H 0.4293; H 0.4599; H 0.4022; H -0.1253; H 0.3452; H 0.3723; H 0.3644; H -0.3794; H 0.2658; H 0.5282

---

# 2
ORCA calculation (the ωB97M-V functional and the def2-TZVPD basis) on a single C27H28N6O4S molecule.

Gap between HOMO and LUMO ... 8.1 eV
Spin multiplicity ... 1
Max |F| ... 0.01582 Eh/bohr
Structure (SMILES) ... Cc1ccc(N(C(=O)c2snc(C(N)=O)c2N)[C@@H](C(=O)NC[C@H]2CCCO2)c2c[nH]c3ccccc23)cc1

Geometry (Å):
C 1.057 4.770 -2.956
C 0.616 3.716 -1.988
C 0.297 2.439 -2.434
C -0.064 1.446 -1.545
C -0.121 1.724 -0.184
N -0.417 0.696 0.743
C -1.580 -0.004 0.766
O -1.667 -1.049 1.418
C -2.742 0.539 0.091
S -2.907 2.082 -0.685
N -4.476 1.885 -1.027
C -4.935 0.721 -0.615
C -6.345 0.335 -0.813
N -7.077 1.256 -1.470
O -6.800 -0.725 -0.412
C -3.980 -0.111 0.051
N -4.250 -1.326 0.535
C 0.690 0.055 1.456
C 0.995 -1.280 0.749
O 0.803 -1.451 -0.435
N 1.526 -2.213 1.564
C 1.753 -3.568 1.125
C 0.722 -4.559 1.711
C -0.711 -4.230 1.291
C -0.787 -4.888 -0.086
C 0.182 -6.073 0.046
O 0.968 -5.859 1.214
C 1.899 0.922 1.547
C 2.286 1.609 2.663
N 3.400 2.350 2.398
C 3.757 2.162 1.092
C 4.802 2.713 0.361
C 4.919 2.340 -0.960
C 4.029 1.431 -1.537
C 2.994 0.878 -0.818
C 2.838 1.253 0.517
C 0.176 3.001 0.272
C 0.544 3.984 -0.627
H 0.891 5.765 -2.552
H 0.525 4.677 -3.899
H 2.123 4.658 -3.158
H 0.348 2.216 -3.490
H -0.283 0.445 -1.886
H -6.638 2.110 -1.767
H -8.051 1.087 -1.650
H -3.523 -1.794 1.054
H -5.204 -1.652 0.474
H 0.324 -0.167 2.468
H 1.574 -2.035 2.554
H 2.758 -3.891 1.414
H 1.681 -3.565 0.037
H 0.845 -4.602 2.799
H -1.408 -4.707 1.982
H -0.913 -3.163 1.265
H -0.449 -4.192 -0.852
H -1.794 -5.215 -0.337
H -0.347 -7.022 0.181
H 0.841 -6.165 -0.825
H 1.835 1.622 3.638
H 3.878 2.944 3.054
H 5.493 3.408 0.815
H 5.716 2.752 -1.560
H 4.163 1.156 -2.572
H 2.322 0.168 -1.270
H 0.122 3.217 1.328
H 0.784 4.973 -0.265

Forces on atoms 1 to 6 (eV/Å):
0.052 -0.025 0.006
-0.045 -0.033 -0.046
-0.052 0.050 0.038
0.092 -0.012 0.130
0.000 0.279 -0.328
0.300 -0.157 0.332

Taken from the natural (NBO) analysis, the atomic charges in e are: C -0.6321; C 0.0131; C -0.2131; C -0.2173; C 0.2017; N -0.4686; C 0.6769; O -0.6784; C -0.4397; S 0.7189; N -0.5812; C 0.0019; C 0.6414; N -0.8022; O -0.6339; C 0.2159; N -0.7825; C -0.1418; C 0.7140; O -0.6522; N -0.6125; C -0.2543; C 0.0974; C -0.4392; C -0.4453; C -0.0735; O -0.5298; C -0.1392; C -0.0005; N -0.5218; C 0.1252; C -0.2471; C -0.2110; C -0.2264; C -0.2144; C -0.0278; C -0.2222; C -0.2167; H 0.2153; H 0.2183; H 0.2253; H 0.2127; H 0.2451; H 0.4164; H 0.4053; H 0.4308; H 0.4325; H 0.2336; H 0.3944; H 0.2032; H 0.2299; H 0.1782; H 0.2049; H 0.2515; H 0.2161; H 0.2181; H 0.1759; H 0.1736; H 0.2129; H 0.4146; H 0.2116; H 0.2117; H 0.2109; H 0.2415; H 0.2232; H 0.2110

---

# 3
ORCA calculation (the ωB97M-V functional and the def2-TZVPD basis) on C25H46BMnNP2 as an isolated structure in a non-equilibrium geometry.

Gap between HOMO and LUMO (alpha / beta) ... 6.0 / 6.1 eV
Spin multiplicity ... 4
Max |F| ... 0.05208 Eh/bohr
Net charge ... +2

Geometry (Å):
Mn -0.058 0.017 -0.514
C -0.815 -1.787 0.369
C 0.570 -1.958 -0.012
C 0.472 -0.277 1.596
C -0.871 -0.740 1.353
C 1.363 -1.047 0.775
C -1.947 -2.682 0.015
H -1.767 -3.196 -0.936
H -2.889 -2.121 -0.060
H -2.082 -3.446 0.796
C -2.047 -0.397 2.195
H -2.960 -0.810 1.754
H -2.163 0.686 2.313
H -1.926 -0.838 3.197
C 0.880 0.610 2.715
H 0.801 0.067 3.672
H 0.234 1.495 2.776
H 1.921 0.929 2.600
C 2.839 -1.076 0.918
H 3.125 -1.702 1.779
H 3.247 -0.074 1.098
H 3.312 -1.496 0.024
C 1.117 -3.056 -0.843
H 1.380 -3.921 -0.211
H 2.031 -2.731 -1.359
H 0.379 -3.384 -1.583
C -1.891 0.872 -5.930
C -1.938 -0.449 -6.187
C -1.096 -1.131 -7.220
C 0.336 -0.563 -7.417
C 1.031 -0.006 -6.204
C 1.090 1.306 -5.912
C 0.177 2.348 -6.500
C -1.255 1.864 -6.856
H -1.597 -1.112 -8.203
H 0.321 0.174 -8.238
H -1.018 -2.197 -6.952
H -1.259 1.476 -7.885
H -2.466 1.300 -5.096
H -2.730 -1.077 -5.748
H -1.902 2.756 -6.859
H 0.108 3.193 -5.792
H 1.895 1.693 -5.276
H 0.616 2.774 -7.420
H 0.951 -1.403 -7.782
H 1.644 -0.728 -5.647
P -1.293 0.193 -2.327
P 1.514 1.335 -1.490
C -0.553 1.519 -3.360
C 0.591 2.325 -2.749
H -1.348 2.201 -3.693
H -0.225 0.987 -4.257
H 1.292 2.657 -3.532
H 0.190 3.217 -2.241
C 2.209 2.553 -0.351
H 2.807 2.039 0.411
H 1.407 3.114 0.143
H 2.854 3.237 -0.916
C 2.957 0.572 -2.305
H 3.382 1.274 -3.037
H 2.677 -0.363 -2.810
H 3.712 0.353 -1.536
C -3.059 0.548 -2.244
H -3.580 -0.307 -1.787
H -3.466 0.717 -3.254
H -3.218 1.444 -1.624
C -1.093 -1.356 -3.257
H -0.085 -1.775 -3.131
H -1.251 -1.150 -4.316
H -1.854 -2.075 -2.929
B -1.722 3.453 1.818
C -1.291 2.521 0.707
N -0.926 1.781 -0.139
H -1.369 2.990 2.901
H -2.936 3.557 1.786
H -1.197 4.528 1.641

Forces on atoms 1 to 6 (eV/Å):
-0.541 1.762 1.943
0.552 0.020 0.588
-0.515 -0.021 0.721
0.257 -1.230 0.109
0.539 -0.993 0.467
-0.687 0.135 0.702

Taken from the Mulliken analysis, the atomic charges in e are: Mn -0.6151; C 0.7738; C 0.6200; C 0.8258; C 0.5462; C 0.4006; C -1.5198; H 0.3228; H 0.4368; H 0.3384; C -1.3318; H 0.4199; H 0.1924; H 0.3427; C -1.4021; H 0.3364; H 0.1512; H 0.4310; C -1.4645; H 0.3173; H 0.4073; H 0.3659; C -1.6168; H 0.2719; H 0.4727; H 0.4256; C -0.0238; C -0.5801; C -0.8752; C -0.9819; C -0.2106; C -0.5965; C -0.7198; C -1.3737; H 0.3968; H 0.3109; H 0.3737; H 0.3581; H 0.9172; H 0.5058; H 0.4248; H 0.2695; H 0.8963; H 0.4663; H 0.4041; H 0.4760; P 1.4544; P 0.7821; C 0.8157; C -1.3154; H 1.0182; H -1.5798; H 0.8869; H 0.4183; C -1.3235; H 0.3094; H 0.3831; H 0.4841; C -1.3431; H 0.5158; H 0.2417; H 0.4691; C -1.2609; H 0.3776; H 0.4651; H 0.4739; C -0.2368; H 0.1645; H -0.9132; H 0.4793; B 0.3143; C -0.6580; N -0.1830; H -0.0561; H -0.0300; H -0.0406

---

# 4
ORCA calculation (the ωB97M-V functional and the def2-TZVPD basis) on a single C5H12N2 molecule in a non-equilibrium geometry.

Gap between HOMO and LUMO ... 9.3 eV
Spin multiplicity ... 1
Max |F| ... 0.02210 Eh/bohr
Structure (SMILES) ... C=C(N)C[C@H](C)N

Geometry (Å):
C 1.919 0.593 -0.705
C 0.662 1.047 -0.845
N 0.428 2.271 -1.481
C -0.568 0.318 -0.409
C -0.446 -0.515 0.881
C 0.090 -1.906 0.572
N -1.765 -0.628 1.525
H 2.791 1.217 -0.556
H 2.061 -0.457 -0.478
H 1.271 2.816 -1.607
H -0.299 2.860 -1.090
H -1.374 1.052 -0.379
H -1.016 -0.360 -1.144
H 0.190 0.011 1.593
H 1.072 -2.128 0.995
H 0.103 -2.119 -0.499
H -0.543 -2.729 0.937
H -2.225 -1.510 1.354
H -2.351 0.169 1.336

Forces on atoms 1 to 6 (eV/Å):
-0.352 -0.624 0.882
0.754 0.125 -0.572
-0.084 0.550 0.472
-0.501 -0.410 -0.461
-0.935 0.336 0.024
0.125 -1.103 -0.016

Taken from the natural (NBO) analysis, the atomic charges in e are: C -0.5433; C 0.2051; N -0.8011; C -0.4579; C -0.0488; C -0.6284; N -0.8439; H 0.2014; H 0.1978; H 0.3737; H 0.3642; H 0.2029; H 0.2236; H 0.1916; H 0.2230; H 0.2108; H 0.2111; H 0.3608; H 0.3574

---

# 5
ORCA calculation (the ωB97M-V functional and the def2-TZVPD basis) on C9H7BIN2O6ReS as an isolated structure in a non-equilibrium geometry.

Gap between HOMO and LUMO (alpha / beta) ... 4.0 / 6.3 eV
Spin multiplicity ... 2
Max |F| ... 0.04282 Eh/bohr
Net charge ... +1

Geometry (Å):
Re 0.082 1.270 0.686
O -1.043 3.151 1.269
S 0.083 3.082 2.223
O 0.238 4.014 3.258
O -0.054 1.561 2.634
O 1.277 2.860 1.276
O 2.668 -0.278 1.171
B 1.756 0.115 0.130
O 2.503 0.119 -1.061
C 3.791 -0.118 -0.759
C 4.913 -0.133 -1.593
C 6.116 -0.395 -0.967
C 6.211 -0.633 0.422
C 5.108 -0.630 1.250
C 3.879 -0.369 0.634
H 4.834 0.055 -2.648
H 7.024 -0.422 -1.547
H 7.190 -0.813 0.835
H 5.170 -0.801 2.310
I -4.311 -2.714 -1.151
C -3.258 -1.101 -0.430
C -3.785 0.074 0.146
N -2.765 0.847 0.478
N -1.596 0.269 0.155
C -1.878 -0.918 -0.409
H -4.800 0.372 0.329
H -2.754 1.787 0.910
H -1.086 -1.561 -0.742

Forces on atoms 1 to 6 (eV/Å):
-0.028 -0.389 -0.528
-0.872 0.247 -0.602
1.078 0.161 1.286
-0.170 0.078 -0.007
0.028 -0.123 0.168
-0.193 0.024 -0.466

Taken from the natural (NBO) analysis, the atomic charges in e are: Re 1.4115; O -0.9644; S 2.4899; O -0.8143; O -0.8099; O -0.8740; O -0.5774; B 0.6176; O -0.5929; C 0.2728; C -0.2487; C -0.1488; C -0.1629; C -0.2549; C 0.3348; H 0.2489; H 0.2371; H 0.2379; H 0.2487; I 0.3009; C -0.2983; C 0.0402; N -0.2932; N -0.4009; C 0.0084; H 0.2649; H 0.4712; H 0.2558

---

How do the records compare in M? In the order shown, they have 799.85; 532.63; 488.35; 100.16; 595.15 Da.
How do the records compare in energy above the lowest of the compared OMol25 structures with the same formula, charge and spin? In the order shown, they have 0.00; 16.44; 49.62; 122.04; 115.05 kJ/mol.